# C36H65Al2Br2Cl5F9N7NaO12PV

A molecular structure, C36H65Al2Br2Cl5F9N7NaO12PV in a non-equilibrium geometry (ωB97M-V/def2-TZVPD, OMol25).

Each line ends with the Mulliken charge.
Positions of all 141 atoms, in Å:
C 0.730 -5.172 4.462  0.0117
C 1.985 -5.133 3.606  -0.1358
O 1.945 -5.994 2.476  -0.4861
C 1.162 -5.436 1.455  0.2884
C 1.179 -6.320 0.207  -0.7720
O 1.661 -5.591 -0.923  -0.3215
C 0.663 -4.989 -1.696  -0.9256
N 0.850 -3.530 -1.704  0.6183
C 1.273 -2.927 -2.845  -0.1884
N 2.216 -3.283 -3.662  0.0600
C 3.061 -4.477 -3.494  -0.4991
C 4.365 -4.178 -4.261  -0.4776
O 4.769 -4.924 -5.112  -0.5503
C 4.962 -2.870 -3.894  0.2197
C 5.294 -2.621 -2.570  0.2375
C 5.793 -1.380 -2.200  -0.7061
C 5.940 -0.410 -3.195  -0.7645
C 5.602 -0.662 -4.512  -0.7787
C 5.119 -1.903 -4.879  -0.3821
N 0.643 -1.709 -3.080  -0.0710
Cl -0.155 -1.531 -4.576  -0.0385
C -0.120 -1.368 -1.847  -0.2406
C 0.775 -0.467 -0.980  0.0915
C 1.943 -1.191 -0.366  -0.1478
O 2.041 -1.572 0.755  -0.4419
F 2.951 -1.395 -1.236  -0.0279
C -0.415 -2.778 -1.371  -0.9970
C -1.171 -3.121 -0.078  -0.5693
C -1.157 -2.076 1.040  -0.7183
C -2.254 -1.023 0.860  -0.2423
C -2.084 0.166 1.815  -1.8639
N -1.611 1.340 1.066  0.4468
C -0.817 2.235 1.927  -1.1438
C -2.630 2.042 0.384  0.5914
C -4.073 1.576 0.409  -1.0170
O -2.353 3.018 -0.272  -0.6309
H 0.828 -4.427 5.256  -0.4717
H 0.606 -6.168 4.874  0.2122
H -0.187 -4.934 3.914  0.2407
H 2.806 -5.496 4.223  0.3514
H 2.248 -4.110 3.317  0.1430
H 1.574 -4.461 1.164  0.0596
H 0.126 -5.296 1.789  0.1371
H 0.223 -6.807 0.005  0.2864
H 1.893 -7.124 0.389  0.4617
H -0.339 -5.251 -1.365  0.6572
H 0.785 -5.381 -2.708  0.2484
H 2.425 -2.690 -4.456  0.3900
H 3.224 -4.712 -2.444  0.4222
H 2.591 -5.343 -3.960  0.4349
H 5.138 -3.381 -1.812  0.4279
H 6.024 -1.187 -1.164  0.5212
H 6.294 0.577 -2.925  0.7844
H 5.698 0.098 -5.278  0.5722
H 4.828 -2.149 -5.893  0.4696
H -0.994 -0.771 -2.089  1.2852
H 0.198 -0.046 -0.158  -0.6677
H 1.142 0.392 -1.545  0.8205
H -1.095 -3.137 -2.159  0.7282
H -0.841 -4.081 0.314  0.2493
H -2.214 -3.260 -0.368  0.3441
H -1.410 -2.602 1.967  0.4818
H -0.182 -1.628 1.207  0.0831
H -3.208 -1.511 1.085  0.3734
H -2.317 -0.703 -0.181  0.3829
H -2.991 0.356 2.390  0.4708
H -1.300 -0.086 2.532  0.7096
H -1.333 2.424 2.873  0.3731
H 0.113 1.718 2.175  0.3150
H -0.544 3.142 1.402  0.3256
H -4.413 1.294 1.403  0.3954
H -4.261 0.787 -0.318  0.2658
H -4.669 2.432 0.103  0.2380
C 1.246 -5.317 8.336  0.7844
Cl 0.046 -6.381 7.551  -0.2212
Cl 2.458 -4.750 7.209  -0.0849
H 0.738 -4.448 8.741  -0.7781
H 1.738 -5.870 9.128  0.4338
C 1.385 -1.054 5.886  -0.6792
Cl 0.172 -2.215 6.551  -0.1613
Cl 1.551 -1.244 4.153  0.0702
H 1.047 -0.051 6.111  0.3804
H 2.331 -1.269 6.376  0.3123
Br 0.158 -2.601 9.842  -0.1095
C 0.160 -2.823 11.778  -0.6080
C -1.227 -2.744 12.357  -0.6094
Br -1.887 -0.916 12.418  -0.1347
H 0.833 -2.063 12.162  0.4192
H 0.591 -3.806 11.952  0.3414
H -1.223 -3.087 13.389  0.3842
H -1.951 -3.317 11.789  0.3235
O -6.937 4.665 -3.287  -0.8655
P -5.680 4.945 -4.050  0.6420
N -4.772 5.824 -2.896  0.1198
C -3.771 6.826 -3.182  -0.7391
C -4.528 5.133 -1.637  -1.3429
N -6.311 5.931 -5.324  0.3359
C -6.194 7.386 -5.271  -1.0055
C -7.672 5.567 -5.710  -1.1012
N -4.394 4.410 -5.010  0.1884
C -3.522 3.391 -4.435  -1.1376
C -3.944 4.941 -6.284  -0.9076
H -2.824 6.413 -3.564  0.2136
H -3.536 7.367 -2.264  0.3624
H -4.127 7.577 -3.879  0.1475
H -3.693 4.428 -1.700  0.5685
H -5.417 4.576 -1.336  0.2953
H -4.313 5.844 -0.836  0.3669
H -6.553 7.804 -4.323  0.3210
H -6.763 7.847 -6.076  0.3137
H -5.168 7.711 -5.446  0.2306
H -8.428 5.968 -5.026  0.3192
H -7.793 4.484 -5.740  0.3737
H -7.874 5.947 -6.714  0.3283
H -2.609 3.824 -4.010  0.3065
H -3.233 2.653 -5.187  0.4218
H -4.037 2.845 -3.641  0.3018
H -3.376 5.866 -6.153  0.2907
H -4.767 5.123 -6.967  0.2868
H -3.289 4.215 -6.775  0.3773
F 8.834 3.472 -5.675  -0.3920
Al 7.202 3.370 -5.277  0.5429
F 7.023 2.741 -3.711  -0.3301
F 6.423 2.311 -6.358  -0.3993
F 6.484 4.910 -5.371  -0.4257
O 7.950 6.354 -3.295  -0.6213
H 7.248 6.358 -3.960  0.3385
H 7.606 6.854 -2.551  0.2827
Na -2.167 -2.528 7.540  0.8817
C 4.177 1.326 -0.559  0.9980
O 3.309 1.857 -1.251  -0.5149
O 3.963 0.748 0.543  -0.4232
O 5.406 1.259 -0.836  -0.3821
O -7.255 10.411 -6.412  -1.0260
V -8.803 10.411 -7.105  1.3992
O -10.346 10.373 -7.792  -1.0021
F 3.571 -3.107 9.743  -0.2777
Al 5.177 -2.516 9.561  0.4633
F 6.207 -3.814 9.269  -0.3811
F 5.616 -1.718 10.978  -0.3719
F 5.191 -1.452 8.244  -0.3843

Summary:
- charge = -1
- frontier orbital gap (eV) = 0.82
- LUMO energy (eV) = -3.39


# C36H65F6N2O22S2

14 unconnected molecules or ions with the total composition C36H65F6N2O22S2 in a non-equilibrium geometry (ωB97M-V/def2-TZVPD, OMol25).

Each line ends with the Löwdin spin population.
Positions of all 133 atoms, in Å:
C -0.904 -1.824 -0.768  0.0000
F -1.136 -2.449 -1.945  0.0000
F -1.456 -0.579 -0.703  0.0000
F -1.563 -2.445 0.174  0.0000
S 1.002 -1.756 -0.417  0.0000
O 1.199 -1.671 1.028  0.0000
O 1.623 -2.913 -1.041  0.0000
N 1.369 -0.424 -1.447  0.0002
S 1.622 0.706 -0.390  0.0000
O 0.451 1.027 0.398  0.0008
O 2.845 0.549 0.408  0.0001
C 2.013 2.270 -1.517  0.0000
F 1.026 2.395 -2.441  0.0000
F 2.080 3.455 -0.803  -0.0006
F 3.133 2.082 -2.152  0.0000
O 0.965 1.225 4.777  0.0021
C 2.152 1.484 4.608  0.0011
O 3.018 1.722 5.544  0.0005
C 4.309 2.218 5.058  0.0015
C 4.068 2.530 3.604  0.0072
C 2.864 1.675 3.237  0.0059
H 5.003 1.382 5.142  0.0005
H 4.682 3.112 5.558  0.0001
H 4.941 2.483 2.953  0.0001
H 3.744 3.568 3.540  0.0045
H 3.282 0.710 2.950  0.0011
H 2.251 2.189 2.497  0.0032
O 3.249 7.255 -4.389  0.0000
C 2.152 6.723 -4.298  0.0000
O 1.671 5.952 -5.249  0.0000
C 0.332 5.633 -5.006  0.0000
C 0.183 5.874 -3.497  0.0000
C 1.223 6.872 -3.115  0.0000
H 0.223 4.560 -5.167  0.0000
H -0.431 6.164 -5.576  0.0000
H 0.476 4.959 -2.982  0.0000
H -0.851 6.142 -3.281  0.0000
H 1.793 6.620 -2.220  0.0000
H 0.827 7.887 -3.067  0.0000
O -8.427 -3.863 1.022  0.0000
C -7.442 -3.177 0.674  0.0000
O -7.545 -2.087 0.083  0.0000
C -6.267 -1.459 -0.131  0.0000
C -5.271 -2.595 -0.219  0.0000
C -5.969 -3.606 0.654  0.0000
H -6.083 -0.705 0.634  0.0000
H -6.265 -0.971 -1.106  0.0000
H -4.313 -2.312 0.217  0.0000
H -5.216 -2.883 -1.269  0.0000
H -5.537 -3.459 1.644  0.0000
H -5.897 -4.636 0.308  0.0000
O -6.141 1.918 -1.306  0.0000
C -4.984 2.216 -1.172  0.0000
O -4.602 3.475 -1.100  0.0000
C -3.240 3.660 -0.714  0.0000
C -2.655 2.279 -0.902  0.0000
C -3.786 1.316 -0.955  0.0000
H -3.232 3.884 0.353  0.0000
H -2.774 4.480 -1.260  0.0000
H -1.953 1.969 -0.128  0.0000
H -2.075 2.277 -1.825  0.0000
H -3.966 0.842 0.010  0.0000
H -3.663 0.712 -1.854  0.0000
O -1.795 -6.404 2.841  0.0000
C -0.874 -5.681 3.152  0.0000
O 0.130 -6.116 3.919  0.0000
C 1.144 -5.099 4.088  0.0000
C 0.560 -3.886 3.527  0.0000
C -0.577 -4.262 2.641  0.0000
H 2.052 -5.377 3.552  0.0000
H 1.242 -4.949 5.164  0.0000
H 1.381 -3.416 2.985  0.0000
H 0.345 -3.147 4.298  0.0000
H -0.360 -4.361 1.577  0.0000
H -1.481 -3.653 2.637  0.0000
O -5.006 -0.146 2.520  0.0000
C -3.797 -0.019 2.806  0.0000
O -3.216 1.185 2.842  0.0000
C -1.899 1.122 3.327  -0.0002
C -2.001 -0.045 4.186  0.0000
C -2.870 -1.033 3.414  0.0000
H -1.636 2.067 3.802  -0.0004
H -1.268 0.897 2.466  0.0000
H -2.474 0.325 5.095  0.0000
H -1.012 -0.439 4.421  0.0000
H -3.463 -1.613 4.121  0.0000
H -2.274 -1.608 2.705  0.0000
C 5.260 -1.761 0.602  0.0000
O 5.672 -0.416 0.686  0.0000
H 5.244 -2.058 -0.447  0.0000
H 5.929 -2.490 1.060  0.0000
H 4.256 -1.853 1.016  0.0000
H 4.998 0.169 0.331  0.0000
C 1.287 -3.702 -3.822  0.0000
O 1.410 -2.985 -5.039  0.0000
H 2.252 -3.774 -3.319  0.0000
H 0.622 -3.141 -3.166  0.0000
H 0.950 -4.718 -4.026  0.0000
H 0.999 -3.587 -5.663  0.0000
C -2.114 -3.516 -5.204  0.0000
O -2.094 -4.571 -6.176  0.0000
H -1.305 -3.584 -4.477  0.0000
H -2.110 -2.573 -5.750  0.0000
H -2.910 -3.716 -4.485  0.0000
H -2.691 -4.365 -6.898  0.0000
C -0.708 0.276 -4.212  0.0000
O 0.567 -0.321 -3.899  0.0000
H -1.563 -0.105 -3.654  0.0000
H -0.738 1.355 -4.061  0.0000
H -0.905 0.150 -5.277  0.0000
H 0.783 -0.280 -2.965  0.0000
C 3.071 -5.149 0.881  0.0000
O 3.556 -6.219 1.620  0.0000
H 2.177 -5.284 0.271  0.0000
H 2.884 -4.340 1.587  0.0000
H 3.885 -4.725 0.294  0.0000
H 4.028 -5.875 2.383  0.0000
C 4.452 -0.821 -2.979  0.0000
O 3.157 -1.117 -3.263  0.0000
H 5.227 -1.522 -3.290  0.0000
H 4.759 -0.023 -3.655  0.0000
H 4.583 -0.470 -1.955  0.0000
H 2.694 -1.013 -2.428  0.0000
N 1.241 5.228 3.660  0.0461
C 2.221 5.655 2.816  0.3325
C 2.052 5.021 1.567  0.0975
C 0.905 4.219 1.694  0.1188
C 0.434 4.315 3.003  0.3521
H 0.993 5.614 4.559  -0.0017
H 2.938 6.371 3.189  0.0114
H 2.752 5.185 0.761  0.0014
H 0.346 3.700 0.929  0.0016
H -0.426 3.841 3.452  0.0125

Summary:
- expectation value of S² = 0.762
- spin multiplicity = 2
- frontier orbital gap (spin up / spin down) (eV) = 6.90 / 2.80
- LUMO energy (spin up / spin down) (eV) = -2.10 / -6.19